Molecular formula: C27H29As2Cl2MoN2O5
Method: DFT, wB97M-V/def2-TZVPD

```
! RIJCOSX wB97M-V def2-TZVPD def2/J DEFGRID3
* xyz 3 1
Mo -0.203 0.642 -0.617
C -0.487 -4.916 -2.098
O -0.218 -3.575 -1.622
C 0.980 -3.329 -1.100
C 1.981 -4.272 -0.838
C 3.211 -3.892 -0.316
C 3.506 -2.565 -0.036
C 2.526 -1.601 -0.266
C 2.807 -0.210 -0.099
N 1.934 0.758 -0.170
N 2.511 2.009 -0.171
C 1.689 2.867 -0.671
O 0.417 2.396 -0.872
C 1.979 4.224 -1.051
C 1.006 5.010 -1.678
C 1.322 6.297 -2.067
C 2.596 6.799 -1.823
C 3.565 6.020 -1.195
C 3.266 4.730 -0.810
C 1.286 -2.004 -0.781
O 0.385 -1.016 -1.005
H -0.519 -5.612 -1.260
H 0.266 -5.215 -2.825
H -1.458 -4.863 -2.578
H 1.804 -5.315 -1.059
H 3.960 -4.653 -0.140
H 4.475 -2.281 0.353
H 3.840 0.099 0.037
H 0.016 4.617 -1.868
H 0.583 6.914 -2.558
H 2.840 7.808 -2.128
H 4.552 6.423 -1.013
H 4.012 4.113 -0.331
C 1.544 0.475 2.875
As -0.127 0.221 1.963
C -1.345 1.413 2.859
C -0.650 -1.618 2.155
C -0.109 -2.408 3.163
C -0.568 -3.713 3.312
C -1.547 -4.214 2.466
C -2.080 -3.423 1.453
C -1.623 -2.123 1.293
As -2.336 -0.897 0.008
C -2.844 -1.778 -1.624
C -3.987 -0.270 0.774
H 2.248 -0.315 2.624
H 1.307 0.445 3.940
H 1.952 1.452 2.622
H -0.876 2.393 2.931
H -1.512 1.002 3.855
H -2.276 1.506 2.314
H 0.650 -2.032 3.837
H -0.161 -4.337 4.097
H -1.903 -5.228 2.597
H -2.845 -3.836 0.806
H -1.974 -1.974 -2.243
H -3.549 -1.128 -2.139
H -3.333 -2.715 -1.355
H -4.511 0.375 0.074
H -3.824 0.242 1.716
H -4.564 -1.179 0.954
Cl -4.729 2.025 -2.086
C -3.199 2.918 -2.019
Cl -2.637 3.440 -3.586
C -2.201 1.989 -1.380
O -1.567 1.097 -2.073
O -1.918 2.004 -0.158
H -3.335 3.780 -1.370
*
```

E_LUMO (alpha / beta) ... -11.67 / -11.67 eV
Electronic energy ... -190238.162 eV
HOMO-LUMO gap (alpha / beta) ... 4.733 / 4.734 eV